Molecular formula: C40H107N9O11
Method: DFT, the ωB97M-V functional and the def2-TZVPD basis

Element x y z (Å)
C (-2.08, 2.83, 1.17)
O (-2.07, 1.36, 0.86)
C (-2.87, 0.70, 1.81)
C (-2.81, -0.73, 1.33)
C (-4.06, -1.55, 1.67)
N (-1.66, -1.48, 1.89)
H (-1.69, 3.42, 0.35)
H (-1.74, 3.16, 2.15)
H (-3.12, 3.16, 1.06)
H (-2.62, 0.90, 2.85)
H (-3.90, 1.00, 1.64)
H (-2.59, -0.79, 0.27)
H (-4.18, -1.57, 2.75)
H (-4.01, -2.58, 1.34)
H (-4.98, -1.14, 1.25)
H (-1.67, -1.50, 2.90)
H (-0.83, -0.99, 1.58)
C (2.13, -1.50, 1.85)
O (1.56, -0.39, 1.14)
C (1.93, -0.43, -0.26)
C (1.00, 0.48, -1.11)
C (1.11, 1.94, -0.68)
N (-0.41, 0.07, -1.20)
H (2.69, -1.13, 2.71)
H (2.75, -2.12, 1.20)
H (1.49, -2.32, 2.17)
H (2.96, -0.11, -0.40)
H (1.97, -1.43, -0.70)
H (1.33, 0.36, -2.15)
H (0.73, 2.08, 0.33)
H (0.55, 2.58, -1.36)
H (2.16, 2.23, -0.62)
H (-0.93, 0.57, -0.49)
H (-0.79, 0.47, -2.04)
C (3.73, -4.94, 2.16)
O (3.87, -3.72, 2.82)
C (4.30, -3.80, 4.15)
C (3.03, -4.14, 5.12)
C (2.17, -2.90, 5.41)
N (3.48, -4.70, 6.33)
H (3.46, -4.70, 1.13)
H (2.90, -5.53, 2.52)
H (4.64, -5.55, 2.14)
H (5.12, -4.51, 4.19)
H (4.66, -2.79, 4.35)
H (2.49, -4.97, 4.67)
H (1.60, -2.69, 4.50)
H (2.79, -2.00, 5.52)
H (1.41, -3.04, 6.17)
H (3.62, -5.68, 6.13)
H (4.41, -4.35, 6.52)
C (-7.74, -0.31, -0.14)
O (-6.85, -0.85, -1.05)
C (-6.22, 0.17, -1.82)
C (-5.29, -0.49, -2.90)
C (-3.98, -1.12, -2.41)
N (-4.97, 0.51, -3.87)
H (-7.50, 0.64, 0.33)
H (-7.73, -0.96, 0.75)
H (-8.73, -0.20, -0.57)
H (-7.05, 0.77, -2.18)
H (-5.64, 0.84, -1.19)
H (-5.81, -1.24, -3.49)
H (-4.10, -1.97, -1.74)
H (-3.29, -0.46, -1.88)
H (-3.35, -1.51, -3.21)
H (-5.83, 0.70, -4.36)
H (-4.56, 1.34, -3.47)
C (1.87, -3.29, -3.32)
O (0.91, -4.41, -3.13)
C (-0.36, -4.09, -2.54)
C (-0.38, -3.43, -1.16)
C (0.15, -4.47, -0.06)
N (-1.68, -3.11, -0.70)
H (2.62, -3.50, -4.07)
H (2.39, -2.89, -2.45)
H (1.28, -2.52, -3.82)
H (-0.93, -3.49, -3.25)
H (-1.01, -4.96, -2.44)
H (0.27, -2.56, -1.08)
H (-0.47, -5.37, -0.03)
H (0.23, -4.18, 0.98)
H (1.16, -4.83, -0.25)
H (-1.94, -2.27, -1.20)
H (-1.64, -2.84, 0.28)
C (-0.51, -4.72, 4.10)
O (-0.93, -6.05, 4.37)
C (0.12, -6.91, 4.91)
C (0.90, -7.65, 3.76)
C (0.00, -8.56, 2.91)
N (1.89, -8.57, 4.36)
H (-1.37, -4.19, 3.72)
H (0.28, -4.68, 3.35)
H (-0.27, -4.29, 5.07)
H (0.74, -6.25, 5.52)
H (-0.26, -7.73, 5.52)
H (1.32, -7.00, 2.99)
H (-0.50, -9.29, 3.54)
H (0.62, -9.09, 2.18)
H (-0.84, -8.05, 2.42)
H (2.25, -9.14, 3.61)
H (2.69, -8.02, 4.63)
C (5.02, 1.93, -1.89)
O (3.87, 2.58, -2.48)
C (3.96, 4.01, -2.70)
C (2.64, 4.46, -3.37)
C (2.66, 3.95, -4.81)
N (2.39, 5.90, -3.33)
H (5.93, 1.95, -2.50)
H (4.81, 0.86, -1.93)
H (5.16, 2.25, -0.86)
H (4.09, 4.44, -1.71)
H (4.80, 4.27, -3.33)
H (1.80, 3.99, -2.85)
H (2.80, 2.88, -4.93)
H (3.51, 4.41, -5.32)
H (1.81, 4.22, -5.44)
H (2.00, 6.02, -2.41)
H (1.64, 6.18, -3.95)
C (-4.44, 3.71, -1.93)
O (-3.74, 3.08, -3.00)
C (-2.30, 2.88, -2.78)
C (-1.67, 2.09, -3.97)
N (-1.90, 0.66, -3.82)
C (-1.37, 0.01, -5.07)
C (-2.67, -0.48, -5.82)
O (-2.20, -0.76, -7.17)
C (-1.69, -2.06, -7.34)
H (-5.52, 3.57, -2.05)
H (-4.10, 4.74, -1.86)
H (-4.22, 3.31, -0.93)
H (-2.26, 2.34, -1.83)
H (-1.83, 3.85, -2.61)
H (-0.60, 2.28, -4.09)
H (-2.17, 2.50, -4.84)
H (-2.89, 0.43, -3.76)
H (-0.77, -0.83, -4.72)
H (-0.61, 0.54, -5.64)
H (-3.45, 0.28, -5.91)
H (-3.22, -1.36, -5.49)
H (-1.59, -2.36, -8.38)
H (-2.32, -2.85, -6.93)
H (-0.70, -2.02, -6.88)
C (2.70, 10.46, 2.96)
O (2.94, 9.12, 2.43)
C (2.17, 8.92, 1.20)
C (2.67, 7.56, 0.62)
N (2.19, 6.52, 1.55)
C (2.84, 5.22, 1.38)
C (2.20, 4.19, 2.38)
O (2.41, 4.83, 3.69)
C (1.76, 4.09, 4.65)
H (1.65, 10.63, 3.20)
H (2.97, 11.33, 2.37)
H (3.22, 10.69, 3.89)
H (2.32, 9.72, 0.47)
H (1.08, 8.97, 1.25)
H (3.76, 7.58, 0.67)
H (2.22, 7.39, -0.35)
H (2.27, 6.78, 2.52)
H (3.92, 5.19, 1.54)
H (2.75, 4.86, 0.35)
H (2.59, 3.17, 2.31)
H (1.14, 4.20, 2.13)
H (1.92, 3.02, 4.54)
H (0.69, 4.32, 4.62)
H (1.95, 4.43, 5.67)

Energy relative to the best compared isomer or geometry (same formula, charge and spin)   83.2 kcal per mole
Orbital gap   8.82 eV
SMILES   COC[C@H](C)N.COC[C@H](C)N.COC[C@H](C)N.COC[C@H](C)N.COC[C@H](C)N.COC[C@H](C)N.COC[C@H](C)N.COCCNCCOC.COCCNCCOC
Charge   0
E_LUMO   0.4 eV


Molecular formula: C45H66GeN2O4RuSSi4Te
Method: DFT, the ωB97M-V functional and the def2-TZVPD basis

Element x y z (Å)
Ru (0.22, -0.49, 0.03)
O (-0.35, -0.49, 1.92)
H (-0.97, 0.39, 2.16)
H (-0.59, -1.22, 2.46)
O (1.67, 6.40, -4.02)
H (2.07, 6.15, -3.13)
H (1.65, 5.62, -4.60)
N (-2.46, -0.27, -2.35)
C (-1.64, -1.35, -2.11)
S (0.22, -0.52, -2.19)
N (-1.82, -2.47, -2.95)
C (-2.93, -2.60, -3.82)
C (-2.77, -2.76, -5.21)
C (-3.74, -2.48, -6.14)
C (-5.02, -2.12, -5.72)
C (-5.26, -2.15, -4.35)
C (-4.27, -2.42, -3.38)
H (-2.27, 0.54, -1.85)
H (-2.91, -0.17, -3.25)
H (-0.98, -2.59, -3.49)
H (-1.82, -3.20, -5.58)
H (-3.49, -2.49, -7.18)
H (-5.83, -1.89, -6.43)
H (-6.24, -1.96, -3.99)
H (-4.64, -2.46, -2.39)
C (-6.05, 6.04, -0.07)
C (-5.09, 4.94, 0.26)
C (-3.83, 4.88, -0.40)
C (-2.90, 3.87, -0.15)
C (-1.50, 3.98, -0.70)
C (-3.23, 2.80, 0.66)
C (-4.48, 2.83, 1.39)
C (-4.81, 1.81, 2.47)
C (-5.36, 3.96, 1.17)
C (-2.13, 1.70, 0.96)
O (-1.89, 1.41, 2.20)
O (-1.50, 1.20, 0.02)
H (-5.89, 6.32, -1.10)
H (-5.92, 6.98, 0.55)
H (-7.09, 5.76, 0.11)
H (-3.52, 5.52, -1.22)
H (-1.43, 5.01, -1.18)
H (-1.37, 3.25, -1.54)
H (-0.74, 3.91, 0.11)
H (-4.74, 0.73, 2.15)
H (-5.78, 2.00, 2.93)
H (-4.06, 1.95, 3.26)
H (-6.21, 3.94, 1.81)
C (-1.38, -1.64, -0.66)
Ge (-0.90, -3.64, -0.33)
C (-0.14, -3.77, 1.51)
C (1.27, -3.67, 1.71)
C (1.78, -4.03, 2.95)
C (0.96, -4.41, 4.06)
C (-0.38, -4.25, 3.89)
C (-0.95, -4.05, 2.62)
C (0.39, -4.22, -1.73)
C (0.02, -5.18, -2.64)
C (1.00, -5.94, -3.29)
C (2.36, -5.65, -3.09)
C (2.72, -4.43, -2.43)
C (1.72, -3.73, -1.76)
C (-2.44, -4.97, -0.17)
C (-3.77, -4.55, -0.04)
C (-4.75, -5.46, 0.28)
C (-4.48, -6.82, 0.49)
C (-3.18, -7.25, 0.31)
C (-2.21, -6.33, -0.04)
H (-2.23, -1.43, 0.04)
H (1.97, -3.32, 0.93)
H (2.84, -3.99, 3.14)
H (1.37, -4.88, 4.96)
H (-1.07, -4.26, 4.71)
H (-2.04, -4.03, 2.53)
H (-1.02, -5.35, -2.82)
H (0.74, -6.69, -4.03)
H (3.14, -6.34, -3.40)
H (3.75, -3.99, -2.39)
H (1.97, -2.73, -1.33)
H (-4.04, -3.51, -0.05)
H (-5.72, -5.07, 0.30)
H (-5.27, -7.46, 0.80)
H (-2.94, -8.28, 0.35)
H (-1.22, -6.74, -0.11)
C (7.01, 3.37, 0.74)
Si (5.50, 2.90, -0.31)
C (5.08, 4.03, -1.75)
C (6.01, 1.28, -1.16)
Si (3.63, 2.34, 1.12)
Te (1.94, 1.39, -0.50)
Si (4.21, 0.62, 2.71)
C (5.97, 0.78, 3.40)
C (2.88, 0.67, 3.98)
C (4.19, -1.00, 1.70)
Si (2.26, 4.12, 1.91)
C (0.77, 3.60, 2.93)
C (3.47, 5.26, 2.93)
C (1.53, 5.30, 0.59)
H (7.07, 4.48, 0.98)
H (7.95, 3.18, 0.17)
H (7.05, 2.78, 1.69)
H (6.02, 4.23, -2.30)
H (4.61, 4.99, -1.56)
H (4.45, 3.51, -2.47)
H (6.31, 1.45, -2.23)
H (5.22, 0.49, -1.18)
H (6.84, 0.72, -0.56)
H (6.17, 1.82, 3.70)
H (6.75, 0.48, 2.70)
H (6.05, 0.20, 4.34)
H (2.97, 1.32, 4.84)
H (2.76, -0.37, 4.37)
H (1.93, 0.94, 3.46)
H (4.89, -1.04, 0.84)
H (3.14, -1.27, 1.41)
H (4.53, -1.79, 2.47)
H (1.07, 3.28, 3.91)
H (0.22, 2.79, 2.41)
H (0.04, 4.40, 3.05)
H (2.97, 6.23, 3.03)
H (4.43, 5.41, 2.46)
H (3.61, 4.76, 3.86)
H (1.23, 4.76, -0.31)
H (2.39, 5.99, 0.27)
H (0.69, 5.91, 0.96)

Energy relative to the best compared isomer or geometry (same formula, charge and spin)   0.0 kcal per mole
Orbital gap (alpha / beta)   2.24 / 5.31 eV
Charge   -1
Spin multiplicity   6
E_LUMO (alpha / beta)   2.0 / 0.5 eV


Molecular formula: C40H114N6O14
Method: DFT, the ωB97M-V functional and the def2-TZVPD basis

Element x y z (Å)
C (-4.08, -3.38, 1.91)
C (-3.90, -2.97, 3.37)
O (-3.20, -4.03, 4.04)
H (-4.74, -4.26, 1.79)
H (-3.13, -3.62, 1.44)
H (-4.58, -2.57, 1.38)
H (-4.84, -2.80, 3.90)
H (-3.36, -2.02, 3.42)
H (-2.90, -3.65, 4.88)
C (1.66, -5.86, 1.85)
C (1.33, -4.38, 1.81)
O (1.54, -3.89, 0.48)
H (1.45, -6.23, 2.84)
H (2.74, -6.00, 1.65)
H (0.98, -6.38, 1.16)
H (1.93, -3.88, 2.57)
H (0.25, -4.25, 2.08)
H (1.41, -2.90, 0.52)
C (0.66, -1.80, 4.63)
C (1.12, -0.37, 4.73)
O (1.38, 0.05, 3.37)
H (0.36, -2.18, 5.60)
H (1.50, -2.39, 4.24)
H (-0.13, -1.87, 3.88)
H (1.99, -0.28, 5.37)
H (0.30, 0.25, 5.17)
H (2.00, 0.78, 3.43)
C (-1.24, 2.43, 2.55)
C (-1.58, 3.66, 3.39)
O (-0.69, 4.72, 2.81)
H (-1.91, 1.60, 2.89)
H (-0.20, 2.17, 2.72)
H (-1.37, 2.62, 1.47)
H (-1.41, 3.47, 4.47)
H (-2.62, 3.94, 3.28)
H (-0.94, 5.63, 3.04)
C (1.16, 7.17, 0.60)
C (1.22, 5.85, -0.11)
O (0.04, 4.97, 0.14)
H (1.12, 7.10, 1.69)
H (0.25, 7.73, 0.33)
H (2.04, 7.72, 0.29)
H (2.09, 5.36, 0.29)
H (1.26, 5.96, -1.21)
H (-0.28, 4.84, 1.06)
C (2.63, 4.95, -3.75)
C (3.73, 4.06, -4.39)
O (4.81, 4.90, -4.80)
H (1.91, 4.31, -3.23)
H (2.08, 5.54, -4.50)
H (3.09, 5.63, -3.02)
H (3.29, 3.61, -5.28)
H (4.05, 3.36, -3.60)
H (5.31, 4.50, -5.52)
C (-1.39, 4.78, -3.13)
C (-2.32, 4.37, -2.04)
O (-2.44, 5.34, -0.96)
H (-1.45, 4.06, -3.96)
H (-0.38, 4.70, -2.77)
H (-1.60, 5.78, -3.54)
H (-2.02, 3.42, -1.62)
H (-3.30, 4.21, -2.47)
H (-1.56, 5.36, -0.56)
C (1.57, -2.49, -2.93)
C (0.55, -3.56, -3.11)
O (-0.25, -3.38, -4.32)
H (1.09, -1.57, -2.62)
H (2.17, -2.28, -3.81)
H (2.24, -2.80, -2.15)
H (-0.11, -3.65, -2.22)
H (1.09, -4.49, -3.25)
H (-0.98, -3.99, -4.19)
C (-1.78, 0.80, -3.93)
C (-1.36, 0.54, -5.39)
C (0.16, 0.68, -5.46)
O (0.62, 2.05, -5.16)
C (0.62, 2.88, -6.25)
N (-1.81, -0.78, -5.75)
H (-2.83, 0.59, -3.82)
H (-1.48, 1.79, -3.55)
H (-1.25, 0.09, -3.32)
H (-1.78, 1.31, -6.05)
H (0.49, 0.45, -6.51)
H (0.72, -0.04, -4.83)
H (1.01, 3.86, -5.94)
H (-0.38, 3.05, -6.71)
H (1.32, 2.51, -7.03)
H (-1.72, -0.92, -6.74)
H (-1.27, -1.48, -5.26)
C (-4.62, -5.92, -4.03)
C (-4.53, -5.64, -2.48)
C (-3.08, -5.55, -2.02)
O (-3.08, -5.38, -0.64)
C (-1.93, -5.77, 0.08)
N (-5.32, -4.47, -2.10)
H (-5.67, -6.07, -4.20)
H (-3.99, -6.77, -4.35)
H (-4.33, -5.01, -4.62)
H (-4.98, -6.49, -1.96)
H (-2.65, -4.65, -2.49)
H (-2.51, -6.43, -2.35)
H (-2.12, -5.56, 1.15)
H (-1.04, -5.22, -0.19)
H (-1.80, -6.85, -0.05)
H (-4.88, -3.61, -2.36)
H (-5.44, -4.43, -1.12)
C (-4.57, -0.86, -1.40)
C (-5.97, -0.87, -1.99)
C (-6.95, -0.05, -1.06)
O (-7.15, -0.82, 0.14)
C (-7.76, -0.11, 1.21)
N (-5.97, -0.26, -3.26)
H (-4.51, -1.40, -0.45)
H (-4.14, 0.13, -1.33)
H (-3.86, -1.35, -2.08)
H (-6.25, -1.93, -1.96)
H (-7.95, 0.05, -1.55)
H (-6.45, 0.93, -0.90)
H (-7.23, 0.74, 1.64)
H (-7.87, -0.84, 2.00)
H (-8.77, 0.15, 0.91)
H (-6.83, -0.48, -3.73)
H (-5.29, -0.70, -3.89)
C (2.34, 5.28, 4.97)
C (2.62, 3.84, 4.58)
C (3.01, 3.73, 3.12)
O (3.28, 2.36, 2.78)
C (3.49, 2.20, 1.39)
N (3.79, 3.36, 5.37)
H (1.98, 5.25, 6.02)
H (1.62, 5.76, 4.33)
H (3.31, 5.81, 4.91)
H (1.74, 3.18, 4.67)
H (3.97, 4.30, 2.98)
H (2.22, 4.23, 2.48)
H (2.68, 2.67, 0.79)
H (3.39, 1.13, 1.23)
H (4.45, 2.53, 1.01)
H (4.03, 2.41, 5.10)
H (3.46, 3.24, 6.32)
C (-1.22, -0.93, 0.98)
C (-0.10, -0.79, -0.02)
C (-0.08, 0.63, -0.61)
O (0.91, 0.80, -1.59)
C (1.23, 2.12, -2.01)
N (1.16, -1.14, 0.59)
H (-2.20, -0.72, 0.56)
H (-1.07, -0.23, 1.82)
H (-1.23, -1.95, 1.33)
H (-0.27, -1.46, -0.89)
H (0.09, 1.28, 0.25)
H (-1.03, 0.85, -1.06)
H (2.07, 1.98, -2.66)
H (1.45, 2.79, -1.18)
H (0.46, 2.53, -2.61)
H (1.92, -0.77, 0.05)
H (1.21, -0.69, 1.50)
C (9.20, -2.76, 4.14)
C (7.69, -2.54, 4.42)
C (6.87, -2.32, 3.11)
O (5.60, -1.83, 3.51)
C (4.69, -1.78, 2.41)
N (7.16, -3.62, 5.20)
H (9.64, -2.91, 5.13)
H (9.70, -1.91, 3.67)
H (9.39, -3.73, 3.63)
H (7.60, -1.61, 5.01)
H (6.89, -3.29, 2.58)
H (7.30, -1.60, 2.44)
H (3.84, -1.14, 2.71)
H (4.38, -2.77, 2.11)
H (5.20, -1.31, 1.56)
H (7.67, -3.72, 6.06)
H (6.20, -3.44, 5.47)

Energy relative to the best compared isomer or geometry (same formula, charge and spin)   31.1 kcal per mole
Orbital gap   9.20 eV
Charge   0
E_LUMO   0.2 eV